Entry 1:
The following is a quantum chemistry calculation of 17 unconnected molecules or ions with the total composition H33O17, from the Open Molecules 2025 dataset.

Computed properties:
* relative energy (zero: lowest compared OMol25 entry of this formula, charge and spin): 0.0 kcal/mol
* E: -1298.694754 hartree
* HOMO (spin up / spin down): -10.7 / -10.7 eV
* <S²>: 0.754
* spin multiplicity: 2

Geometry as XYZ:
```
50
Properties=species:S:1:pos:R:3:lowdin_charge:R:1
O -1.7138 -0.7415 -0.2035 -0.04
H -2.3629 -0.2431 -0.6974 0.01
H -2.0385 -1.5786 0.1294 0.04
O 1.4707 2.1586 -5.6872 -0.06
H 1.1612 2.3366 -4.7869 0.01
H 2.1556 1.5347 -5.4038 0.03
O -0.4837 -2.9657 -4.3648 -0.05
H -0.0121 -2.2607 -3.9235 0.02
H 0.0793 -3.6725 -4.6867 0.03
O 2.6935 3.2971 0.7246 -0.02
H 2.5270 2.4386 0.2996 -0.02
H 2.9668 3.9332 0.0512 0.09
O 4.4045 -0.0078 4.4963 -0.08
H 2.5186 -1.1371 -1.5171 0.04
O -0.0806 0.5002 1.6944 -0.05
H -2.1179 5.0814 -0.3920 0.03
H 0.1717 1.2061 1.0945 0.03
O -4.4011 -3.8991 -0.9393 -0.06
H 0.0156 0.9996 -1.7326 0.02
H -4.5688 -3.6070 -1.8445 0.06
O 4.8323 3.0202 2.2646 -0.07
H 3.8762 3.0742 2.0631 -0.01
H 3.6919 0.0141 3.8307 -0.02
O 0.4497 1.6906 -2.2539 -0.06
H -5.3045 -3.9349 -0.5983 0.05
H 2.3961 -1.0609 -0.0396 0.00
O 2.0822 0.9621 -0.2560 0.00
H 3.0265 0.7931 -0.0579 0.07
H 1.2817 1.7002 -1.7427 -0.01
O -3.9379 1.0726 -1.6883 -0.06
H -3.9115 1.6118 -2.4905 0.05
H 2.9976 -0.4305 2.0647 0.04
O 2.8476 -1.5800 -0.7222 -0.02
H -3.7687 -3.5702 1.1654 0.03
H 2.1600 -3.7462 3.1530 0.03
O 2.2714 -0.4237 2.6908 -0.07
H 1.5017 0.1648 2.5011 0.04
H 4.1276 -0.8125 4.9509 0.03
O -4.8683 -1.1386 0.3429 -0.07
H -4.2305 -1.0670 1.0718 0.04
H -4.8757 -2.1194 0.4555 -0.01
O -2.6371 5.1623 -1.1947 -0.05
H -2.8850 4.2791 -1.4781 0.02
H 5.1982 2.6403 1.4611 0.02
O 1.7351 -3.0331 3.6386 -0.07
H -4.1360 0.2452 -2.1543 0.04
H 1.9012 -2.2356 3.1094 -0.02
O -4.5828 -3.5519 1.6860 -0.06
H -4.5655 -4.4354 2.0739 0.07
H -0.3532 -0.2553 1.1503 0.03
```

Entry 2:
The following is a quantum chemistry calculation of 2 unconnected molecules or ions with the total composition CH3N3O2, from the Open Molecules 2025 dataset.

Computed properties:
* relative energy (zero: lowest compared OMol25 entry of this formula, charge and spin): 150.7 kcal/mol
* E: -354.443410 hartree
* HOMO: -9.3 eV

Geometry as XYZ:
```
9
Properties=species:S:1:pos:R:3:lowdin_charge:R:1
C -0.9826 0.4052 -0.0386 0.02
N 1.1680 -1.0699 0.0568 0.01
N 0.1122 -1.1833 0.5606 0.08
N -2.2818 -0.1406 -0.0482 -0.49
O -2.6599 -0.6805 -1.0718 0.05
O -2.9375 -0.0575 0.9733 0.06
H -0.7853 1.0825 0.7778 0.09
H -0.5543 0.6043 -1.0079 0.09
H 1.9056 -1.7524 0.2328 0.09
```

Entry 3:
The following is a quantum chemistry calculation of a molecular structure, C4H8N2O2, from the Open Molecules 2025 dataset.

Computed properties:
* relative energy (zero: lowest compared OMol25 entry of this formula, charge and spin): 177.6 kcal/mol
* E: -416.972868 hartree
* HOMO: -8.7 eV

Geometry as XYZ:
```
16
Properties=species:S:1:pos:R:3:lowdin_charge:R:1
C 0.7554 1.5958 0.4805 -0.16
C -0.0712 0.4771 -0.0194 -0.48
C -0.2833 -1.9432 -0.9633 -0.14
C -1.5019 -2.1300 -1.1266 -0.01
H -0.0351 2.7061 2.1204 0.08
H 1.5834 2.1600 -0.0494 0.16
H 1.3859 1.1928 1.2466 0.08
H -1.4707 1.7919 0.3287 0.10
H 1.8229 -0.9353 1.1762 0.27
H 0.6948 -2.5969 -1.1294 0.15
H -1.9745 -1.2105 -0.7985 0.04
H -1.8713 -2.8426 -1.8514 0.08
N -1.2927 0.7837 -0.0625 0.13
N 0.3986 -0.6772 -0.4317 -0.09
O 0.0658 2.6882 1.1764 -0.09
O 1.7940 -1.0600 -0.0966 -0.12
```

Entry 4:
The following is a quantum chemistry calculation of 12 unconnected molecules or ions with the total composition H23O12, from the Open Molecules 2025 dataset.

Computed properties:
* net charge: -1
* relative energy (zero: lowest compared OMol25 entry of this formula, charge and spin): 138.8 kcal/mol
* E: -916.601188 hartree
* HOMO: -6.2 eV

Geometry as XYZ:
```
35
Properties=species:S:1:pos:R:3:lowdin_charge:R:1
O 1.3251 -1.1212 1.0496 -0.09
H 1.5364 -0.5988 1.7500 0.00
H 1.0682 1.7465 0.3495 -0.11
O -3.2954 3.6462 -0.5854 -0.13
H -2.8214 3.0276 -1.1385 -0.03
H -3.8969 3.2818 0.1778 0.08
O 4.6407 -1.6805 -0.8682 -0.08
H 4.1079 -0.9865 -1.2491 -0.03
O 1.4581 2.4327 0.7201 -0.04
H -0.5847 -0.6948 -1.8700 0.01
H 0.7052 3.0528 0.3694 0.11
O -1.7139 1.2193 -1.5190 -0.36
H -0.8997 1.6730 -1.4639 -0.07
H 4.0419 1.4853 -1.9003 0.09
O 3.0580 -3.0465 1.4660 -0.07
H 2.2758 -2.4649 1.2110 0.01
H 4.0093 -1.9521 -0.1799 0.00
O -0.2948 -0.9878 -1.0147 -0.11
H -0.8954 -0.3046 -0.5278 0.03
H 3.2349 -2.7764 2.3231 -0.01
O -4.0668 0.3160 0.4634 0.00
H -3.2125 0.0962 0.4980 -0.08
H -4.2625 -0.0732 1.3360 0.06
O -3.9127 -0.5195 -2.7876 -0.11
H -3.7992 -0.5556 -3.7486 0.02
H -3.0784 -0.0917 -2.4273 0.02
O -1.4412 1.1122 0.9217 -0.18
H 0.7449 -0.4789 0.4527 0.09
H -2.2220 1.1504 1.5390 0.04
O 0.7842 -2.5182 2.7651 0.01
H 0.8971 -3.3796 2.5213 0.00
H 0.4387 -2.3171 3.5927 0.02
O 4.3932 0.8472 -1.1832 -0.13
H -1.7870 1.0426 -0.0742 -0.05
H 3.4647 0.4180 -0.9687 0.09
```